# 1
Molecular formula: C2H12OSi3
Method: DFT, ωB97M-V/def2-TZVPD

Summary:
HOMO-LUMO gap (spin up / spin down) = 6.437 / 6.450 eV
HOMO (spin up / spin down) = -0.2818 / -0.2821 hartree
Structure (SMILES) = CC[SiH]=[SiH2].O[SiH3]
Largest force on an atom = 0.0625 hartree/bohr
2S+1 = 1

Cartesian coordinates (Å):
Si  -0.269  1.229  3.215
Si  -0.184  1.540  -3.016
Si  -0.735  -0.148  1.516
O  -0.555  2.578  -1.744
C  0.775  -1.170  0.732
C  0.369  -2.305  -0.272
H  1.168  1.232  -3.077
H  -1.468  -1.067  2.316
H  -1.543  1.801  3.742
H  1.502  -0.556  0.145
H  -0.531  2.148  -4.312
H  -0.650  0.203  -2.633
H  -0.084  -2.044  -1.202
H  1.278  -1.590  1.549
H  1.312  -2.812  -0.482
H  0.825  1.682  4.112
H  -0.226  -2.885  0.405
H  -0.984  2.164  -0.995

=====

# 2
Molecular formula: C28H29BrLiN4O4S2
Method: DFT, ωB97M-V/def2-TZVPD

Summary:
HOMO-LUMO gap = 6.853 eV
HOMO = -0.1635 hartree
Largest force on an atom = 0.0103 hartree/bohr
2S+1 = 1
Net charge = -1

Cartesian coordinates (Å):
Br  -2.233  -6.270  -3.880
S  -3.003  -0.398  1.558
S  1.688  1.624  -1.176
O  0.568  1.838  -0.242
O  -0.933  -0.896  -1.552
O  1.581  2.364  -2.412
O  1.917  0.186  -1.300
N  0.119  -2.310  0.635
N  0.468  -0.051  2.010
N  -4.277  -0.266  -0.710
N  -2.549  1.294  -0.436
C  4.624  2.245  1.524
C  0.736  -3.615  2.634
C  0.556  1.080  2.657
C  3.535  1.716  0.855
C  -4.935  0.222  -1.904
C  5.315  3.345  1.016
C  3.115  2.285  -0.339
C  3.794  3.369  -0.865
C  -1.347  -2.234  -3.448
C  1.119  -2.474  4.729
C  -4.698  -0.666  -3.116
C  0.477  -2.434  1.981
C  -2.707  3.039  -2.193
C  0.614  -1.207  2.704
C  0.906  -1.232  4.083
C  -1.073  -2.042  -2.054
C  0.797  1.162  4.047
C  1.052  -3.630  4.009
C  -1.409  -4.478  -1.811
C  -3.267  0.252  0.021
C  -1.668  -3.460  -3.968
C  -2.257  1.634  -1.832
C  -1.728  -4.587  -3.142
C  4.888  3.893  -0.187
C  -1.032  -3.246  -1.266
C  -0.603  -3.228  0.111
C  6.486  3.923  1.761
C  0.982  0.011  4.752
Li  0.236  -0.256  -0.224
H  1.191  0.029  5.816
H  0.455  1.976  2.058
H  6.993  4.682  1.166
H  -4.618  1.245  -2.091
H  -2.420  3.270  -3.220
H  -3.787  3.174  -2.092
H  -2.221  3.769  -1.543
H  1.240  -4.582  4.491
H  3.453  3.790  -1.801
H  7.215  3.152  2.016
H  -1.299  -1.361  -4.089
H  -4.673  -1.081  -0.270
H  -0.934  -4.083  0.715
H  4.949  1.794  2.455
H  -6.009  0.277  -1.688
H  3.012  0.855  1.253
H  -1.807  1.535  0.207
H  -1.424  -5.355  -1.172
H  -5.116  -1.663  -2.961
H  0.706  -4.548  2.087
H  -2.680  0.873  -2.481
H  -1.181  1.562  -1.958
H  0.849  2.132  4.521
H  6.168  4.391  2.696
H  5.417  4.744  -0.602
H  -3.633  -0.792  -3.299
H  -5.165  -0.239  -4.005
H  -1.882  -3.562  -5.025
H  1.349  -2.487  5.787

=====

# 3
Molecular formula: C6H7O5Pt
Method: DFT, ωB97M-V/def2-TZVPD

Summary:
HOMO-LUMO gap (spin up / spin down) = 8.983 / 7.324 eV
HOMO (spin up / spin down) = -0.5054 / -0.5064 hartree
Largest force on an atom = 0.1361 hartree/bohr
2S+1 = 3
Net charge = +1

Cartesian coordinates (Å):
Pt  -2.082  1.777  1.094
O  -1.864  2.689  -1.051
O  -0.867  1.188  2.313
O  -1.599  3.351  2.209
O  0.050  1.778  -1.834
O  -0.932  3.287  -3.000
C  0.213  0.276  2.292
C  -1.016  2.560  -1.911
C  0.269  1.078  -0.656
C  -0.832  2.912  3.029
C  1.078  1.571  0.277
C  1.417  0.829  1.535
H  -1.540  4.038  -2.954
H  1.501  2.569  0.128
H  -0.193  0.090  -0.634
H  2.092  -0.009  1.303
H  0.506  0.097  3.337
H  1.955  1.516  2.205
H  -0.110  -0.682  1.857